This record from OMol25 describes 4 unconnected molecules or ions with the total composition C26H24BNO5. The level of theory is ωB97M-V/def2-TZVPD.

Results
HOMO energy in eV: -9.052
SMILES: COB(O)C1=CC(=O)C(OC#N)=CC1=O.c1ccccc1.c1ccccc1.c1ccccc1
Total energy in eV: -39753.742
Net charge: 0
E_LUMO in eV: -1.837

Bonds (Å) are listed after each position.
CARTESIAN COORDINATES (ANGSTROEM)
1 C 2.35 -4.44 -3.01  O2 1.443, H16 1.076, H17 1.087, H18 1.080
2 O 1.53 -5.46 -3.62  C1 1.443, B3 1.366
3 B 0.71 -4.87 -4.54  O2 1.366, O4 1.384, C5 1.589
4 O 1.17 -4.64 -5.83  B3 1.384, H19 0.960
5 C -0.77 -4.40 -4.21  B3 1.589, C6 1.328, C14 1.490
6 C -0.98 -3.18 -3.72  C5 1.328, C7 1.471, H20 1.070
7 C -2.36 -2.73 -3.48  C6 1.471, O8 1.208, C9 1.486
8 O -2.63 -1.55 -3.49  C7 1.208
9 C -3.38 -3.78 -3.27  C7 1.486, O10 1.390, C13 1.306
10 O -4.54 -3.44 -2.57  C9 1.390, C11 1.289
11 C -4.24 -2.84 -1.47  O10 1.289, N12 1.167
12 N -3.80 -2.11 -0.67  C11 1.167
13 C -3.21 -4.99 -3.73  C9 1.306, C14 1.476, H21 1.067
14 C -1.95 -5.27 -4.46  C5 1.490, C13 1.476, O15 1.208
15 O -1.87 -6.18 -5.25  C14 1.208
16 H 2.23 -4.53 -1.95  C1 1.076
17 H 2.06 -3.45 -3.34  C1 1.087
18 H 3.39 -4.57 -3.29  C1 1.080
19 H 1.10 -3.70 -5.99  O4 0.960
20 H -0.18 -2.50 -3.50  C6 1.070
21 H -3.93 -5.77 -3.60  C13 1.067
22 C -1.03 1.31 -0.54  C23 1.389, C27 1.388, H28 1.083
23 C -1.90 0.42 0.07  C22 1.389, C24 1.388, H29 1.079
24 C -1.98 0.37 1.46  C23 1.388, C25 1.389, H30 1.083
25 C -1.19 1.20 2.23  C24 1.389, C26 1.389, H31 1.083
26 C -0.31 2.09 1.62  C25 1.389, C27 1.387, H32 1.083
27 C -0.23 2.14 0.24  C22 1.388, C26 1.387, H33 1.083
28 H -0.97 1.35 -1.62  C22 1.083
29 H -2.51 -0.24 -0.53  C23 1.079
30 H -2.66 -0.33 1.93  C24 1.083
31 H -1.25 1.16 3.31  C25 1.083
32 H 0.31 2.73 2.22  C26 1.083
33 H 0.45 2.84 -0.24  C27 1.083
34 C -0.33 7.10 4.36  C35 1.388, C39 1.388, H40 1.082
35 C -0.52 7.05 2.98  C34 1.388, C36 1.388, H41 1.082
36 C -1.17 5.97 2.42  C35 1.388, C37 1.388, H42 1.082
37 C -1.64 4.94 3.22  C36 1.388, C38 1.388, H43 1.082
38 C -1.45 4.99 4.60  C37 1.388, C39 1.388, H44 1.083
39 C -0.79 6.07 5.16  C34 1.388, C38 1.388, H45 1.082
40 H 0.18 7.95 4.80  C34 1.082
41 H -0.15 7.85 2.35  C35 1.082
42 H -1.32 5.92 1.35  C36 1.082
43 H -2.16 4.10 2.78  C37 1.082
44 H -1.81 4.19 5.23  C38 1.083
45 H -0.64 6.12 6.24  C39 1.082
46 C 2.77 -1.06 0.98  C47 1.388, C51 1.388, H52 1.083
47 C 2.34 -0.07 1.85  C46 1.388, C48 1.387, H53 1.079
48 C 3.26 0.75 2.48  C47 1.387, C49 1.388, H54 1.083
49 C 4.62 0.58 2.24  C48 1.388, C50 1.388, H55 1.082
50 C 5.05 -0.41 1.38  C49 1.388, C51 1.388, H56 1.082
51 C 4.13 -1.23 0.74  C46 1.388, C50 1.388, H57 1.083
52 H 2.05 -1.70 0.48  C46 1.083
53 H 1.28 0.05 2.04  C47 1.079
54 H 2.92 1.52 3.16  C48 1.083
55 H 5.34 1.23 2.73  C49 1.082
56 H 6.11 -0.54 1.19  C50 1.082
57 H 4.47 -2.00 0.06  C51 1.083